The following is a quantum chemistry calculation of the molecule C4H5N3O, from the OMol25 dataset.

Structure (XYZ):
```
13
Properties=species:S:1:pos:R:3:nbo_charge:R:1
C 0.2565 -0.6323 0.2946 0.106
C 1.2063 -0.2084 -0.7737 -0.309
C 1.1073 1.0872 -1.3279 0.021
C -0.9491 0.1316 0.1627 -0.004
H -0.3662 -2.1725 2.6702 0.489
H 2.1143 -0.8132 -1.0776 0.243
H 1.8243 1.5162 -2.1068 0.216
H -0.5910 2.5443 -1.8125 0.436
H -1.8475 -0.2667 0.6846 0.227
N 0.5259 -1.4230 1.3554 -0.173
N -0.1130 1.8111 -1.2868 -0.417
N -1.0454 1.1717 -0.4833 -0.231
O -0.8041 -1.7494 1.8014 -0.604
```

Properties
Spin multiplicity   1
Charge   0
Energy above the lowest of the compared OMol25 structures with the same formula, charge and spin   129.5 kcal per mole
Frontier orbital gap   8.52 eV
Max |F|   0.117 hartree/bohr

---

The following is a quantum chemistry calculation of a structure of composition C19H19BrCl3N2O3SbScSi, from the OMol25 dataset.

Structure (XYZ):
```
50
Properties=species:S:1:pos:R:3:nbo_charge:R:1
Sc -1.0586 -0.9472 0.2428 1.538
Br 3.7411 -1.8765 5.9159 0.096
C 2.3320 -1.5576 4.7098 -0.144
C 1.0165 -1.4810 5.1808 -0.144
C -0.0272 -1.2374 4.3145 -0.266
C 0.2045 -1.0686 2.9498 0.390
O -0.7952 -0.7955 2.1299 -0.787
C 1.5248 -1.1689 2.4717 -0.171
C 1.8949 -1.0568 1.0834 0.229
N 1.1015 -0.9519 0.0686 -0.591
C 1.6019 -0.8173 -1.2728 0.110
C 2.9152 -0.8862 -1.6304 -0.192
C 3.3269 -0.6722 -2.9653 -0.179
C 2.4157 -0.3824 -3.9335 -0.170
C 1.0402 -0.3314 -3.6042 -0.104
C 0.0385 -0.0716 -4.5687 -0.080
C -1.2744 -0.0692 -4.2114 -0.261
C -1.6002 -0.3279 -2.8715 0.109
N -0.7011 -0.5602 -1.9451 -0.552
C 0.6288 -0.5729 -2.2844 0.225
C 2.5818 -1.4012 3.3764 -0.164
H 0.8216 -1.6106 6.2375 0.241
H -1.0461 -1.1679 4.6706 0.238
H 2.9688 -1.0720 0.9091 0.185
H 3.6759 -1.1038 -0.8933 0.222
H 4.3798 -0.7325 -3.2056 0.237
H 2.7235 -0.2019 -4.9560 0.233
H 0.3332 0.1211 -5.5936 0.235
H -2.0612 0.1211 -4.9267 0.245
H -2.6372 -0.3413 -2.5543 0.213
H 3.5963 -1.4684 3.0014 0.227
Cl -4.6176 -3.3685 1.7462 -0.279
Si -4.1100 -2.5360 0.0051 1.633
Cl -5.5364 -2.6039 -1.4006 -0.295
Cl -3.6185 -0.5110 0.4253 -0.299
C -1.1223 3.1693 -1.5261 -0.982
Sb -1.0007 2.0465 0.2712 1.027
C -2.3492 3.1938 1.4403 -0.967
C 0.8181 2.8508 1.0101 -0.969
H -1.0184 4.2266 -1.2830 0.242
H -2.0833 3.0028 -2.0117 0.236
H -0.3243 2.8729 -2.2073 0.233
H -2.0432 4.2381 1.3964 0.239
H -2.3340 2.8494 2.4727 0.244
H -3.3601 3.0934 1.0482 0.239
H 0.7478 3.9376 0.9921 0.241
H 1.6503 2.5278 0.3854 0.233
H 0.9858 2.5108 2.0313 0.242
O -1.6024 -2.7608 0.0917 -0.554
O -2.7437 -3.0494 -0.7328 -0.633
```

Properties
Spin multiplicity   1
Charge   +1
Energy above the lowest of the compared OMol25 structures with the same formula, charge and spin   2.8 kcal per mole
Frontier orbital gap   7.08 eV
Max |F|   0.025 hartree/bohr